{"formula": "C18H43B2BrMg2N5O16P2SV", "method": "ωB97M-V with the def2-TZVPD basis set", "elements": ["C", "C", "O", "B", "O", "B", "P", "N", "P", "C", "C", "H", "H", "H", "H", "H", "H", "H", "H", "H", "H", "H", "H", "H", "H", "H", "H", "O", "V", "O", "O", "S", "O", "O", "O", "C", "O", "N", "N", "H", "H", "H", "H", "C", "C", "C", "O", "C", "N", "H", "H", "H", "H", "H", "H", "H", "H", "H", "H", "H", "H", "Mg", "C", "C", "O", "N", "C", "H", "H", "H", "H", "H", "H", "H", "O", "H", "H", "Br", "Mg", "C", "C", "C", "O", "C", "C", "C", "O", "O", "O", "H", "H"], "positions_angstrom": [[1.348, 0.329, 3.133], [0.187, 1.213, 2.315], [0.163, 0.674, 0.957], [-1.183, 0.502, 0.402], [-2.439, 0.233, 1.122], [-1.299, 0.549, -1.276], [-1.484, -1.318, -1.797], [-3.081, -1.599, -2.068], [0.310, 1.368, -1.912], [0.000, 3.091, -2.699], [1.298, 0.248, -3.103], [0.910, -0.199, 4.093], [2.321, 0.957, 3.335], [1.682, -0.563, 2.413], [-0.791, 1.093, 2.939], [0.536, 2.335, 2.408], [-2.239, -0.544, 1.734], [-2.287, 1.114, -1.617], [-1.113, -2.152, -0.662], [-0.737, -1.660, -2.980], [-3.627, -0.712, -1.936], [0.129, 3.939, -1.871], [0.761, 3.296, -3.589], [-1.078, 3.151, -3.165], [1.921, -0.546, -2.463], [2.125, 0.879, -3.681], [0.652, -0.276, -3.936], [3.519, -3.955, -3.911], [2.270, -3.466, -2.777], [1.020, -2.977, -1.643], [-1.769, -6.774, -2.572], [-1.818, -5.444, -3.206], [-2.984, -5.371, -4.104], [-0.584, -5.225, -3.984], [-1.933, -4.407, -2.165], [0.349, 2.065, 6.496], [0.445, 0.890, 6.178], [1.146, 3.023, 5.991], [-0.563, 2.506, 7.382], [1.082, 3.996, 6.241], [1.846, 2.733, 5.321], [-1.183, 1.817, 7.786], [-0.658, 3.470, 7.656], [2.827, -7.508, -4.876], [3.040, -8.227, -3.552], [3.999, -9.420, -3.659], [3.331, -10.525, -4.283], [3.613, -10.665, -5.675], [1.718, -8.762, -3.096], [2.251, -8.106, -5.587], [2.272, -6.575, -4.717], [3.783, -7.247, -5.337], [3.385, -7.518, -2.792], [4.256, -9.755, -2.647], [4.941, -9.159, -4.156], [4.595, -10.268, -5.949], [2.832, -10.165, -6.254], [3.585, -11.729, -5.921], [0.940, -8.101, -3.215], [1.748, -9.061, -2.114], [1.516, -9.617, -3.644], [2.056, 2.325, 1.548], [-3.709, 2.777, 2.343], [-3.460, 3.810, 3.406], [-3.026, 4.929, 3.141], [-3.728, 3.477, 4.701], [-4.237, 2.230, 5.220], [-3.448, 3.192, 1.365], [-3.087, 1.897, 2.522], [-4.767, 2.501, 2.329], [-3.534, 4.227, 5.356], [-5.174, 2.438, 5.742], [-3.508, 1.838, 5.933], [-4.412, 1.493, 4.435], [4.958, 3.462, -0.197], [4.425, 4.265, -0.294], [5.826, 3.713, -0.547], [-1.891, 4.711, -3.937], [-1.929, 2.622, -0.111], [-1.244, 7.670, 1.951], [-0.173, 8.311, 2.449], [-0.178, 9.810, 2.164], [0.669, 10.602, 2.589], [-1.266, 10.361, 1.313], [-2.330, 9.717, 0.803], [-2.382, 8.238, 1.179], [-3.306, 7.476, 0.882], [-3.259, 10.188, 0.077], [0.796, 7.824, 3.108], [-1.335, 6.602, 2.112], [-1.148, 11.418, 1.107]], "atomic_forces_ev_per_a": [[-0.3, -1.5, -0.9], [0.7, -2.7, 2.8], [-2.6, 0.9, 2.3], [0.2, -0.4, 0.9], [3.1, -1.5, 0.6], [0.7, 0.8, -0.2], [-2.1, -0.8, 0.2], [0.3, 1.1, 0.3], [2.3, 0.8, -1.4], [1.3, -0.4, 0.1], [1.3, -0.4, -1.2], [1.1, 1.7, -1.8], [-1.7, -1.1, 0.1], [-0.7, 2.1, 1.4], [1.6, 0.5, -1.5], [-2.1, -1.5, -0.2], [-0.7, 1.3, -0.7], [-0.7, -0.1, -0.6], [0.3, 0.3, -1.2], [0.0, 0.0, 1.0], [0.7, -1.1, -0.3], [-0.4, -1.8, -1.8], [-1.4, -0.5, 2.1], [1.7, -0.2, 0.9], [-1.7, 1.6, -1.3], [-1.9, -1.1, 1.4], [1.3, 0.9, 1.7], [-2.2, 0.6, 2.4], [-0.9, -0.1, -0.7], [2.7, -0.6, -1.7], [0.4, 0.2, -0.1], [-1.6, -1.4, 0.5], [0.8, 0.2, 0.0], [0.8, 0.6, -0.2], [0.6, 0.4, -0.1], [0.1, -0.4, -0.1], [-0.1, -0.3, -0.1], [0.9, 0.6, -0.8], [-1.2, 0.0, 0.9], [0.0, -0.1, -0.1], [-0.2, 0.2, 0.3], [0.3, 0.3, -0.1], [0.1, -0.2, 0.0], [-0.3, 0.5, 0.0], [0.5, 0.4, -0.7], [-0.6, -0.6, 0.6], [0.7, 0.6, 0.1], [-0.4, -0.3, -0.3], [-0.4, -0.6, 0.3], [0.1, -0.1, 0.1], [0.2, -0.1, -0.1], [-0.1, 0.0, 0.2], [0.0, -0.1, -0.1], [0.0, -0.1, -0.1], [-0.3, 0.1, 0.0], [-0.1, 0.0, 0.1], [0.2, 0.0, -0.2], [0.0, 0.1, 0.1], [0.0, 0.2, 0.1], [-0.1, 0.2, -0.2], [0.1, 0.3, 0.1], [1.4, 0.6, -2.0], [-0.1, -0.3, 0.4], [0.3, 1.2, 0.3], [0.0, -0.7, 0.0], [0.2, 0.2, -0.7], [0.0, 0.2, 0.4], [-0.3, 0.4, 0.2], [-0.3, 0.0, 0.0], [0.2, -0.2, -0.1], [-0.1, -0.2, -0.2], [0.0, -0.3, 0.0], [-0.2, -0.3, 0.0], [0.1, 0.2, 0.1], [0.1, 0.4, -0.1], [0.1, -0.3, 0.0], [-0.3, -0.1, 0.1], [-1.3, 1.1, -0.5], [0.2, 0.8, -1.0], [-3.3, -2.0, -1.7], [5.0, 2.2, 2.4], [0.5, 1.8, 0.1], [-1.1, -1.5, -0.5], [3.3, 1.7, 1.6], [-5.0, -2.1, -2.7], [-0.9, -1.7, 0.0], [1.4, 1.6, 0.3], [2.5, -0.7, 1.8], [-2.4, 0.6, -1.5], [-0.1, -0.1, 0.1], [0.0, 0.1, 0.0]], "max_force_ev_per_a": 6.02, "charge": 0, "homo_lumo_gap_ha": 0.0731, "lumo_ev": -4.4, "energy_ha": -7237.31023, "homo_energy_ev": -6.41}